The following is a quantum chemistry calculation of one molecule with the formula C4H5N3 in a non-equilibrium geometry, from the OMol25 dataset.

The total energy is -319.60083 hartree. Its SMILES is [H]/N=C(C#C)\N=C/N. Its LUMO energy is 0.743 eV.

```
! RIJCOSX wB97M-V def2-TZVPD def2/J DEFGRID3
* xyz 0 1
H 2.798 -0.802 0.345
N 1.934 -1.300 0.548
C 0.919 -0.778 0.003
C -0.405 -1.304 0.376
C -1.460 -1.875 0.440
N 0.906 0.251 -0.908
C 0.206 1.311 -0.820
N -0.675 1.601 0.155
H -2.376 -2.380 0.557
H 0.245 2.007 -1.654
H -0.856 0.835 0.847
H -1.236 2.433 0.111
*
```

The following is a quantum chemistry calculation of one molecule with the formula C2HN5O in a non-equilibrium geometry, from the OMol25 dataset.

The total energy is -425.66089 hartree. Its SMILES is O=c1nncnnn1. Its LUMO energy is -1.620 eV.

```
! RIJCOSX wB97M-V def2-TZVPD def2/J DEFGRID3
* xyz 0 1
O 1.939 -0.502 0.735
C 1.190 -0.220 -0.136
N 0.346 -1.047 -0.924
N -0.889 -1.061 -0.603
C -1.098 -0.243 0.427
N -0.744 0.968 0.479
N 0.017 1.552 -0.457
N 1.091 1.084 -0.774
H -1.852 -0.531 1.252
*
```

The following is a quantum chemistry calculation of a 8-piece molecular cluster, C68H87F7N4O3PS overall in a non-equilibrium geometry, from the OMol25 dataset.

The total energy is -4526.38812 hartree. Its LUMO energy is -2.467 eV.

```
! RIJCOSX wB97M-V def2-TZVPD def2/J DEFGRID3
* xyz 1 1
C 3.529 0.309 3.345
C 4.222 1.166 2.269
C 3.253 1.654 1.173
C 3.972 1.740 -0.167
C 3.089 2.021 -1.385
C 2.215 3.283 -1.305
C 0.865 3.095 -0.624
C -0.158 2.313 -1.468
C -0.264 0.889 -0.912
C -1.281 0.011 -1.646
C -0.936 -1.477 -1.667
N -2.159 -2.288 -1.929
C -2.857 -2.107 -2.936
S -3.733 -1.854 -4.194
C 0.133 -1.752 -2.742
C 0.466 -3.254 -2.778
C 1.010 -3.758 -1.442
N 2.274 -3.067 -1.166
C 3.453 -3.592 -1.889
C 2.567 -2.969 0.234
C 3.307 -1.727 0.654
O 2.243 -3.826 1.033
P 1.130 -5.650 -1.619
C -0.500 -6.203 -2.283
C 1.103 -6.372 0.067
N -0.023 -3.375 -0.417
C -0.307 -1.905 -0.349
O -0.968 -1.524 0.801
C -2.077 -2.327 1.218
C -2.916 -1.540 2.201
N -3.427 -0.304 1.656
C -4.495 -0.456 0.672
C -5.663 0.459 0.934
C -6.676 0.418 -0.195
O -6.265 0.074 2.168
H 3.192 0.927 4.172
H 4.215 -0.420 3.764
H 2.670 -0.234 2.949
H 4.660 2.012 2.790
H 5.013 0.564 1.825
H 2.905 2.640 1.471
H 2.432 0.940 1.145
H 4.436 0.764 -0.337
H 4.799 2.445 -0.113
H 3.765 2.155 -2.230
H 2.511 1.122 -1.608
H 2.771 4.026 -0.732
H 2.094 3.682 -2.309
H 0.951 2.635 0.355
H 0.459 4.092 -0.447
H -1.131 2.795 -1.490
H 0.254 2.216 -2.473
H 0.746 0.481 -0.919
H -0.547 0.968 0.137
H -1.396 0.391 -2.659
H -2.235 0.115 -1.131
H -0.206 -1.437 -3.722
H 1.028 -1.229 -2.415
H -0.446 -3.782 -3.043
H 1.172 -3.444 -3.580
H 4.129 -2.758 -2.072
H 3.189 -4.008 -2.850
H 4.006 -4.328 -1.311
H 4.327 -2.039 0.882
H 3.387 -1.007 -0.154
H 2.866 -1.301 1.548
H -0.678 -5.861 -3.292
H -1.316 -5.903 -1.619
H -0.468 -7.287 -2.225
H 2.075 -6.289 0.531
H 0.342 -5.913 0.699
H 0.870 -7.431 -0.015
H 0.194 -3.739 0.515
H -0.886 -3.852 -0.703
H 0.657 -1.410 -0.321
H -1.724 -3.241 1.710
H -2.725 -2.628 0.393
H -3.767 -2.181 2.429
H -2.389 -1.395 3.142
H -2.664 0.234 1.272
H -4.124 -0.188 -0.325
H -4.862 -1.479 0.596
H -5.319 1.491 1.039
H -7.256 -0.504 -0.182
H -7.371 1.243 -0.074
H -6.219 0.532 -1.176
H -7.217 0.132 2.079
F 5.255 -1.033 5.842
C 5.175 -2.338 6.187
C 6.043 -2.835 7.137
C 5.961 -4.177 7.478
C 5.027 -4.998 6.865
C 4.165 -4.477 5.911
C 4.232 -3.134 5.569
H 6.771 -2.179 7.595
H 6.633 -4.583 8.222
H 4.974 -6.045 7.128
H 3.440 -5.117 5.427
H 3.566 -2.705 4.831
F 7.012 -7.566 6.830
C 7.295 -7.703 5.518
C 6.265 -7.960 4.636
C 6.560 -8.092 3.287
C 7.869 -7.973 2.842
C 8.888 -7.717 3.750
C 8.604 -7.577 5.100
H 5.253 -8.056 5.005
H 5.764 -8.290 2.582
H 8.095 -8.079 1.790
H 9.910 -7.627 3.406
H 9.381 -7.370 5.823
F -4.972 1.252 -9.828
C -5.569 0.263 -9.138
C -6.673 -0.362 -9.681
C -7.281 -1.383 -8.966
C -6.788 -1.759 -7.724
C -5.678 -1.113 -7.198
C -5.057 -0.095 -7.907
H -7.045 -0.050 -10.647
H -8.144 -1.887 -9.380
H -7.267 -2.554 -7.169
H -5.292 -1.400 -6.230
H -4.187 0.418 -7.518
F -9.186 2.516 -0.136
C -8.856 3.659 -0.779
C -8.338 4.707 -0.048
C -7.979 5.869 -0.715
C -8.154 5.968 -2.089
C -8.685 4.901 -2.801
C -9.036 3.731 -2.145
H -8.214 4.609 1.022
H -7.560 6.697 -0.161
H -7.875 6.878 -2.604
H -8.824 4.979 -3.870
H -9.442 2.883 -2.680
F -4.903 5.257 -0.059
C -3.779 5.619 -0.708
C -2.604 4.941 -0.447
C -1.452 5.323 -1.120
C -1.488 6.370 -2.032
C -2.681 7.037 -2.274
C -3.840 6.660 -1.612
H -2.598 4.134 0.274
H -0.522 4.803 -0.930
H -0.586 6.666 -2.551
H -2.713 7.856 -2.980
H -4.779 7.159 -1.791
F -4.705 9.487 -1.667
C -4.423 10.333 -0.649
C -3.104 10.548 -0.309
C -2.819 11.417 0.734
C -3.849 12.047 1.420
C -5.168 11.810 1.061
C -5.464 10.948 0.015
H -2.318 10.041 -0.853
H -1.791 11.603 1.010
H -3.622 12.722 2.234
H -5.972 12.297 1.596
H -6.485 10.755 -0.287
F 7.685 -3.840 0.195
C 8.032 -2.996 1.192
C 9.365 -2.694 1.385
C 9.709 -1.823 2.408
C 8.727 -1.274 3.223
C 7.394 -1.595 3.010
C 7.040 -2.459 1.985
H 10.115 -3.137 0.744
H 10.749 -1.572 2.570
H 9.001 -0.599 4.022
H 6.624 -1.175 3.645
H 6.005 -2.719 1.802
*
```

The following is a quantum chemistry calculation of a 2-piece molecular cluster, IN2 overall in a non-equilibrium geometry, from the OMol25 dataset.

The total energy is -406.81979 hartree. Its LUMO energy is -11.327 eV.

```
! RIJCOSX wB97M-V def2-TZVPD def2/J DEFGRID3
* xyz 1 1
N -2.370 -0.025 -0.002
N -1.311 -0.250 -0.001
I 3.681 0.275 0.002
*
```

The following is a quantum chemistry calculation of a 7-piece molecular cluster, C36H61IN2O12S overall in a non-equilibrium geometry, from the OMol25 dataset.

The total energy is -3116.55347 hartree. Its SMILES is Cc1cc(S)c(CCCI)c2nccnc12.CCOC(C)=O.CCOC(C)=O.CCOC(C)=O.CCOC(C)=O.CCOC(C)=O.CCOC(C)=O. Its LUMO energy is -0.678 eV.

```
! RIJCOSX wB97M-V def2-TZVPD def2/J DEFGRID3
* xyz 0 1
C 3.377 -2.587 0.683
C 1.975 -2.875 0.029
C 1.524 -4.245 -0.027
C 0.185 -4.523 -0.674
S -0.308 -6.284 -0.730
C -0.629 -3.434 -1.236
C -1.972 -3.809 -1.927
C -3.223 -2.941 -1.478
C -3.175 -2.445 0.013
I -5.046 -1.341 0.343
C -0.110 -2.016 -1.152
N -0.911 -1.030 -1.718
C -0.401 0.216 -1.568
C 0.887 0.478 -0.871
N 1.735 -0.443 -0.337
C 1.175 -1.707 -0.506
H 3.370 -2.681 1.800
H 4.102 -3.372 0.309
H 3.792 -1.587 0.368
H 2.186 -5.039 0.383
H -0.008 -6.779 -1.979
H -1.829 -3.605 -3.034
H -2.258 -4.886 -1.851
H -3.230 -2.030 -2.148
H -4.185 -3.479 -1.727
H -2.355 -1.715 0.201
H -3.131 -3.328 0.700
H -0.987 1.077 -1.980
H 1.197 1.555 -0.775
C 6.103 1.441 -4.041
C 5.179 0.648 -4.941
O 5.178 -0.740 -4.584
C 4.385 -1.282 -3.641
C 3.667 -0.371 -2.679
O 4.321 -2.480 -3.528
H 5.774 1.409 -3.001
H 6.145 2.485 -4.358
H 7.112 1.025 -4.070
H 4.164 1.050 -4.959
H 5.549 0.698 -5.966
H 4.292 -0.209 -1.801
H 2.744 -0.855 -2.376
H 3.381 0.586 -3.113
C -4.458 2.409 1.023
C -4.691 2.162 2.499
O -4.056 3.174 3.301
C -4.619 4.348 3.620
C -5.848 4.795 2.874
O -4.094 5.062 4.441
H -4.900 3.354 0.701
H -4.889 1.605 0.427
H -3.390 2.469 0.808
H -5.749 2.072 2.748
H -4.228 1.217 2.784
H -5.548 5.382 2.006
H -6.445 5.419 3.540
H -6.494 3.976 2.562
C -1.401 5.037 -5.291
C -1.562 3.596 -4.853
O -1.611 3.491 -3.424
C -2.735 3.622 -2.693
C -3.962 4.206 -3.341
O -2.723 3.345 -1.521
H -2.252 5.647 -4.985
H -1.304 5.100 -6.376
H -0.513 5.477 -4.833
H -2.428 3.114 -5.312
H -0.688 3.024 -5.169
H -3.963 5.287 -3.200
H -4.841 3.782 -2.855
H -4.055 3.970 -4.399
C 11.468 -2.220 -4.625
C 10.698 -0.938 -4.389
O 9.834 -0.641 -5.492
C 8.583 -1.124 -5.625
C 8.147 -2.270 -4.752
O 7.860 -0.690 -6.485
H 10.800 -3.079 -4.710
H 12.167 -2.406 -3.808
H 12.029 -2.161 -5.560
H 10.143 -0.951 -3.448
H 11.399 -0.104 -4.321
H 8.366 -3.212 -5.257
H 7.070 -2.190 -4.596
H 8.599 -2.267 -3.761
C -5.067 -4.671 4.887
C -4.288 -3.436 5.289
O -4.715 -2.289 4.543
C -5.747 -1.500 4.894
C -6.711 -1.983 5.945
O -5.929 -0.460 4.315
H -6.131 -4.563 5.106
H -4.694 -5.550 5.415
H -4.979 -4.844 3.813
H -4.332 -3.244 6.363
H -3.235 -3.579 5.045
H -7.526 -2.524 5.464
H -7.116 -1.115 6.465
H -6.252 -2.609 6.708
C -1.668 3.734 5.686
C -1.368 2.306 5.286
O -0.146 1.838 5.883
C -0.068 1.292 7.106
C -1.238 1.436 8.044
O 0.955 0.764 7.466
H -1.821 3.825 6.764
H -2.567 4.094 5.176
H -0.831 4.387 5.428
H -2.196 1.628 5.506
H -1.213 2.261 4.207
H -1.112 2.340 8.639
H -1.254 0.571 8.707
H -2.203 1.455 7.542
*
```

The following is a quantum chemistry calculation of one molecule with the formula C4H3NS in a non-equilibrium geometry, from the OMol25 dataset.

The total energy is -607.09612 hartree. Its SMILES is S=C1C=CN=C1. Its LUMO energy is -2.101 eV.

```
! RIJCOSX wB97M-V def2-TZVPD def2/J DEFGRID3
* xyz 0 1
S -1.970 -0.008 -0.005
C -0.310 0.063 -0.021
C 0.571 1.213 0.018
C 1.791 0.623 -0.013
N 1.810 -0.834 -0.017
C 0.561 -1.113 0.041
H 0.245 2.253 0.066
H 2.744 1.147 -0.024
H 0.181 -2.136 0.011
*
```

The following is a quantum chemistry calculation of one molecule with the formula CH2O3 in a non-equilibrium geometry, from the OMol25 dataset.

The total energy is -264.76556 hartree. Its LUMO energy (alpha / beta) is 0.798 / -3.098 eV.

```
! RIJCOSX wB97M-V def2-TZVPD def2/J DEFGRID3
* xyz 0 3
C -0.362 0.378 0.087
O -1.536 -0.624 0.226
O -0.690 1.517 0.433
O -2.600 -0.004 0.537
H 0.137 -0.310 1.052
H 0.075 0.144 -0.920
*
```

The following is a quantum chemistry calculation of C16H12FeO5S as an isolated structure in a non-equilibrium geometry, from the OMol25 dataset.

The total energy is -2654.71706 hartree. Its LUMO energy (alpha / beta) is 0.515 / -2.490 eV.

```
! RIJCOSX wB97M-V def2-TZVPD def2/J DEFGRID3
* xyz 0 5
C -5.445 -2.115 1.064
C -5.129 -0.773 0.813
C -3.793 -0.398 0.608
C -2.805 -1.374 0.633
S -0.977 -0.883 0.405
O -0.454 -1.075 1.751
O -0.450 -1.754 -0.633
C -3.098 -2.701 0.919
C -4.433 -3.082 1.124
H -6.481 -2.413 1.230
H -5.932 -0.029 0.788
H -3.529 0.651 0.439
H -2.313 -3.450 0.999
H -4.684 -4.122 1.343
O 6.007 0.750 -1.381
C 4.854 0.849 -1.259
Fe 3.094 0.681 -1.086
C 2.925 -0.435 -2.508
O 2.946 -1.323 -3.259
C 3.325 -0.760 -0.059
O 3.733 -1.712 0.466
C 0.147 1.161 -0.219
C 0.646 1.409 1.076
C 1.950 1.682 1.375
C 2.992 1.993 0.436
C 2.774 2.736 -0.787
C 1.893 2.219 -1.730
C 1.065 1.080 -1.360
H -0.917 1.322 -0.481
H -0.061 1.405 1.917
H 2.238 1.672 2.433
H 3.994 2.089 0.888
H 3.417 3.602 -0.999
H 1.864 2.623 -2.758
H 0.634 0.476 -2.189
*
```